Entry 1:
# C40H62N3SbSi3Tl

A structure of composition C40H62N3SbSi3Tl (wB97M-V/def2-TZVPD, the Open Molecules 2025 dataset).

The geometry in XYZ format:
```
110
Properties=species:S:1:pos:R:3:forces:R:3
Tl -0.05850 0.47564 0.38724 -0.615 -0.208 0.287
C 0.47254 -4.98876 -0.16036 0.102 0.071 0.039
Sb 0.83320 -2.90660 0.34805 0.031 0.049 -0.259
C -0.80425 -2.05317 -0.71524 0.227 -0.419 0.209
C -0.95809 -2.40239 -2.14846 0.041 0.177 0.078
C -1.59559 -3.59374 -2.55465 -0.009 -0.065 -0.036
C -1.86719 -3.83043 -3.88715 -0.014 -0.066 0.065
C -1.48334 -2.89058 -4.82962 0.006 0.053 -0.047
C -0.80205 -1.77669 -4.36765 0.028 0.000 0.147
N -0.52923 -1.53802 -3.08689 -0.092 0.195 -0.045
Si -2.34401 -2.41982 0.24864 -0.252 0.452 0.131
C -2.21974 -1.89882 2.07586 0.109 0.073 -0.124
C -3.73481 -1.43336 -0.56949 0.029 0.058 -0.043
C -3.12082 -4.15302 0.42196 0.183 -0.160 -0.097
C 2.94277 -2.73654 -0.61329 -0.012 -0.058 -0.062
C 3.24418 -1.29778 -0.97065 -0.014 -0.069 0.021
C 4.54840 -0.89226 -1.31801 -0.133 -0.027 0.084
C 4.81543 0.42928 -1.60480 -0.138 0.052 0.001
C 3.77676 1.35142 -1.54537 0.118 -0.045 -0.022
C 2.52814 0.88233 -1.19229 0.328 0.098 0.008
N 2.26298 -0.39478 -0.90978 0.147 -0.010 -0.103
Si 3.29854 -3.84120 -2.12724 0.002 0.012 -0.020
C 3.66996 -5.63417 -1.67192 -0.008 0.085 -0.026
C 4.85622 -3.39639 -3.10993 0.075 0.185 0.099
C 1.93672 -3.65082 -3.39097 -0.022 -0.090 0.038
Si 3.98510 -3.11067 0.93694 0.106 -0.004 0.118
C 3.82504 -1.66077 2.11970 -0.019 0.058 -0.003
C 3.48034 -4.69027 1.83205 -0.100 0.000 -0.105
C 5.84133 -3.32185 0.62058 -0.015 -0.021 -0.158
H -0.52020 -5.23221 0.22282 0.101 0.066 -0.053
H 1.19644 -5.62207 0.34056 0.125 -0.171 0.023
H 0.48983 -5.17284 -1.23185 0.002 -0.036 -0.064
H -1.86327 -4.32913 -1.80830 0.016 0.055 -0.072
H -2.37286 -4.74063 -4.18876 -0.008 -0.019 0.009
H -1.69705 -3.01845 -5.88224 0.027 0.023 -0.015
H -0.46106 -1.02184 -5.06895 0.058 0.046 -0.034
H -1.52664 -1.07435 2.25637 -0.011 0.007 0.030
H -1.90244 -2.73081 2.71065 -0.005 0.012 -0.032
H -3.20969 -1.57384 2.41275 0.020 -0.059 0.009
H -3.34376 -0.50054 -0.98546 -0.038 0.030 0.049
H -4.52482 -1.19572 0.15005 -0.012 -0.006 -0.031
H -4.18950 -1.99630 -1.39128 0.045 0.020 0.035
H -2.43524 -4.88115 0.86821 -0.129 0.041 0.023
H -3.45703 -4.55158 -0.53886 -0.049 -0.006 0.091
H -3.99816 -4.07892 1.07247 0.025 0.039 0.014
H 5.33985 -1.62214 -1.34969 0.036 -0.018 -0.007
H 5.81859 0.73767 -1.87522 -0.003 -0.003 0.020
H 3.92842 2.39883 -1.76849 -0.036 -0.002 0.002
H 1.68607 1.56712 -1.14706 0.334 0.075 -0.015
H 4.58825 -5.68963 -1.07823 -0.041 -0.002 -0.041
H 3.83640 -6.20441 -2.59166 0.010 0.066 0.021
H 2.88287 -6.12883 -1.11867 -0.220 -0.116 0.144
H 5.78090 -3.51729 -2.53807 -0.026 0.018 -0.036
H 4.82570 -2.37584 -3.49666 0.015 -0.057 -0.042
H 4.90897 -4.07491 -3.96734 -0.049 -0.021 0.052
H 1.00317 -4.14130 -3.11451 -0.020 0.018 -0.003
H 2.24798 -4.03855 -4.36527 0.031 -0.007 0.039
H 1.70789 -2.58717 -3.50435 0.057 -0.052 -0.006
H 2.78071 -1.47428 2.38086 0.046 -0.007 0.012
H 4.21983 -0.74838 1.66282 -0.001 -0.026 0.028
H 4.38372 -1.84287 3.04279 -0.007 -0.028 -0.037
H 2.50357 -4.59079 2.30854 0.009 -0.034 0.002
H 4.21729 -4.91176 2.60968 -0.014 0.057 -0.019
H 3.44532 -5.54617 1.15533 0.007 -0.009 0.027
H 6.34368 -2.35866 0.51194 0.010 -0.022 -0.011
H 6.05462 -3.91959 -0.27093 0.012 0.025 0.072
H 6.29026 -3.83442 1.47663 -0.028 0.027 -0.013
C -1.25327 5.67276 -4.31348 0.016 -0.029 0.013
C -0.81402 4.36656 -3.69599 -0.020 0.000 0.046
C 0.11971 3.56935 -4.33931 0.062 0.006 0.049
C 0.47562 2.34318 -3.76286 0.009 -0.025 -0.044
C 1.50614 1.46092 -4.42606 -0.069 0.080 0.018
C -0.10249 1.94902 -2.57601 -0.278 0.015 -0.106
C -1.02760 2.75189 -1.84153 -0.004 0.133 0.064
C -1.36679 3.97860 -2.47885 0.062 -0.073 -0.045
N -1.44970 2.28194 -0.64041 -0.057 -0.052 -0.098
C -2.43290 2.98746 0.17400 0.074 0.035 -0.074
C -2.65876 2.15049 1.44958 0.058 0.181 0.031
C -3.69584 2.77658 2.38601 -0.049 -0.011 -0.035
C -5.03397 2.89973 1.65128 0.075 0.018 -0.039
C -4.83943 3.77607 0.41054 -0.006 0.015 0.002
C -4.34200 5.16526 0.82998 0.044 -0.092 0.026
C -3.00731 5.03069 1.57356 -0.009 0.019 -0.013
C -3.21685 4.16436 2.81604 0.006 -0.009 -0.009
C -1.96255 4.38074 0.65764 -0.079 -0.049 0.024
C -3.81067 3.12147 -0.51860 0.071 0.033 0.091
H -0.71735 5.86726 -5.24370 -0.003 0.005 0.011
H -1.07355 6.51110 -3.63588 -0.009 -0.002 -0.008
H -2.32283 5.65627 -4.53771 0.006 0.016 0.003
H 0.56012 3.88658 -5.27955 -0.011 -0.030 0.005
H 1.49311 1.58054 -5.51168 -0.030 -0.021 0.014
H 1.33540 0.41408 -4.17788 -0.004 -0.095 0.021
H 2.51136 1.71799 -4.08010 0.000 -0.010 -0.031
H 0.10117 0.94517 -2.21579 -0.117 -0.071 -0.129
H -2.07539 4.65782 -2.03300 -0.061 0.000 0.011
H -1.70705 2.05640 1.98634 -0.032 -0.001 -0.036
H -2.97673 1.15180 1.15365 -0.041 -0.250 -0.062
H -3.81727 2.14465 3.27161 0.007 -0.039 -0.022
H -5.79585 3.32786 2.31337 0.015 0.006 -0.011
H -5.37860 1.90701 1.34295 -0.025 0.013 0.038
H -5.79310 3.87844 -0.11788 -0.004 -0.012 -0.007
H -5.08065 5.64439 1.48346 -0.001 0.027 -0.040
H -4.21818 5.79788 -0.05564 -0.004 0.004 0.019
H -2.65602 6.02259 1.87745 -0.003 0.013 -0.013
H -3.95521 4.62821 3.48037 0.013 0.001 0.016
H -2.27755 4.07739 3.37258 -0.017 0.007 0.005
H -1.01461 4.25598 1.19273 -0.002 -0.025 -0.012
H -1.76440 5.03248 -0.19031 0.046 0.053 0.024
H -3.72408 3.70563 -1.43435 0.002 -0.031 -0.032
H -4.14001 2.12005 -0.80815 -0.006 -0.051 -0.010
```
Forces are in eV/Å.

Its LUMO energy is 0.088 Eh. As for the relative energy (zero: lowest compared OMol25 entry of this formula, charge and spin): 0.0000 eV. As for the charge: -1. Its multiplicity is 1.

Atom charges from the Mulliken analysis, given in e for atoms 1 to 8: Tl 1.345; C -1.337; Sb 0.069; C 0.546; C -1.106; C -0.787; C -0.883; C -1.220


Entry 2:
# C40H63ClFKLiN3O9SV

A structure of composition C40H63ClFKLiN3O9SV in a non-equilibrium geometry (wB97M-V/def2-TZVPD, the Open Molecules 2025 dataset).

The geometry in XYZ format:
```
121
Properties=species:S:1:pos:R:3:forces:R:3
C 3.37347 2.84157 1.86939 -0.030 -0.042 -0.210
C 3.92376 4.03187 1.06454 0.780 -0.403 0.627
O 3.88898 3.80821 -0.33744 -0.510 0.299 0.093
C 2.94887 4.62820 -1.00681 0.077 0.132 -0.619
C 1.52063 4.48402 -0.46588 0.499 -0.249 -0.259
O 0.56971 4.40571 -1.54923 -0.061 0.146 0.652
C -0.35109 3.42585 -1.24668 0.481 0.311 -0.547
C -1.42740 3.69787 -0.41797 -0.332 0.101 0.247
C -2.33261 2.69789 -0.10456 -0.087 -0.491 -0.077
C -2.14693 1.41875 -0.61348 -0.045 0.005 -0.107
C -1.05913 1.17219 -1.42972 0.779 -0.600 -0.674
C -0.13339 2.15659 -1.77812 -0.784 0.159 0.557
N 0.98407 1.89721 -2.62023 1.028 -0.994 -0.335
N 0.38815 1.74607 -3.95634 -1.724 1.386 0.462
C 0.77482 2.65389 -4.77097 0.729 -0.078 -0.226
C 2.21970 3.10575 -4.91601 -0.679 0.285 0.163
C -0.23397 3.30298 -5.67317 0.456 -1.153 -0.680
C 1.68964 0.71706 -2.20610 0.306 -0.366 0.244
C 3.06344 0.76314 -2.06747 -0.231 0.176 -0.119
C 3.76005 -0.35393 -1.63651 0.395 0.528 -0.095
C 3.12062 -1.54234 -1.32703 -0.335 -0.058 0.305
C 3.92640 -2.73077 -0.81734 0.260 0.358 -0.857
O 5.27318 -2.33916 -0.59481 -0.058 -0.535 0.354
C 5.63588 -2.33614 0.76695 0.261 1.137 0.720
C 4.74556 -1.41046 1.64459 -0.194 -0.588 0.138
C 1.72835 -1.61342 -1.46285 -0.067 -0.461 -0.176
C 0.93418 -2.86490 -1.11922 -0.568 0.819 0.144
C 0.14051 -2.67731 0.20239 0.444 -0.137 0.070
C 0.95234 -2.01395 1.31614 -0.644 -1.013 0.662
C 0.21630 -2.09979 2.67137 0.977 0.796 -0.312
C 1.17864 -1.63217 3.78949 -0.783 -0.744 -0.577
C 0.62024 -1.94005 5.18210 0.926 1.232 0.036
C -0.45633 -0.91365 5.60257 -0.353 -0.522 0.113
C -1.85076 -1.56840 5.53629 0.808 -0.278 0.454
O -2.87287 -0.65286 5.08486 0.314 -0.247 -0.227
C -3.17585 -0.82403 3.76723 -0.423 0.552 -0.812
C -2.89170 0.38610 2.89389 0.235 -0.116 0.602
O -3.66059 -1.81981 3.30943 0.195 -0.370 0.289
C 1.04345 -0.48300 -1.90039 -0.506 0.617 -0.207
S -0.73685 -0.45428 -2.06729 -0.194 -0.191 0.245
H 2.35745 3.00014 2.23724 0.052 -0.019 0.000
H 4.03293 2.61710 2.70996 -0.170 0.122 0.095
H 3.37188 1.94736 1.23851 -0.018 0.123 -0.047
H 4.97754 4.13241 1.34732 -0.021 0.066 -0.225
H 3.46058 4.97923 1.35920 -0.169 -0.074 -0.214
H 2.94186 4.30994 -2.05151 -0.034 -0.147 0.141
H 3.29740 5.66983 -1.02364 -0.127 -0.015 0.254
H 1.27462 5.29941 0.22101 -0.246 -0.092 -0.079
H 1.48473 3.52439 0.05571 0.057 0.164 0.203
H -1.56300 4.68518 0.00594 0.156 0.049 -0.152
H -3.17398 2.86144 0.55813 0.062 0.255 -0.039
H -2.82410 0.60163 -0.38918 -0.001 0.097 0.094
H 2.81635 2.21462 -5.11510 0.099 0.062 0.254
H 2.56194 3.61999 -4.01844 0.161 -0.081 -0.093
H 2.30299 3.75112 -5.79045 0.079 0.151 0.183
H -0.29581 4.34375 -5.34402 -0.088 -0.037 -0.032
H 0.09307 3.27845 -6.71680 -0.062 0.255 0.031
H -1.19738 2.80590 -5.61303 -0.023 0.179 0.160
H 3.56456 1.69468 -2.30352 0.094 -0.074 0.119
H 4.82942 -0.23312 -1.52609 -0.007 -0.356 0.050
H 3.47702 -3.19644 0.06282 0.052 0.105 0.020
H 3.95380 -3.47645 -1.62126 -0.059 -0.116 0.163
H 5.68439 -3.34210 1.20695 -0.257 -0.040 -0.245
H 6.66089 -1.94570 0.81372 -0.022 -0.093 -0.366
H 5.30744 -0.81354 2.37043 0.039 -0.229 -0.132
H 4.06016 -2.04143 2.21384 -0.035 0.241 0.135
H 4.13451 -0.71609 1.06647 0.205 -0.076 -0.218
H 0.19578 -3.01135 -1.91501 0.106 -0.230 -0.007
H 1.54911 -3.76372 -1.07229 0.104 0.137 0.018
H -0.77433 -2.10684 0.04435 0.031 -0.067 -0.186
H -0.14972 -3.67969 0.53919 -0.091 0.106 0.072
H 1.87218 -2.59801 1.43724 0.190 0.395 -0.104
H 1.16836 -0.95736 1.14317 0.229 -0.133 -0.336
H -0.62672 -1.40300 2.59888 -0.297 -0.385 0.236
H -0.10652 -3.12467 2.87385 -0.217 0.105 -0.073
H 2.11712 -2.16970 3.62400 0.062 0.131 0.201
H 1.35577 -0.56348 3.62994 0.199 -0.057 0.300
H 0.27647 -2.97677 5.19560 -0.119 0.082 0.216
H 1.45064 -1.84545 5.88824 -0.074 -0.275 0.013
H -0.25525 -0.55903 6.61605 -0.133 -0.022 -0.029
H -0.40976 -0.02492 4.96600 -0.065 -0.159 -0.110
H -1.75984 -2.43298 4.87668 -0.535 0.142 -0.162
H -2.11120 -1.94303 6.53008 -0.196 0.132 -0.276
H -3.76760 1.03780 2.89213 0.098 0.065 0.029
H -2.02898 0.91389 3.30263 -0.163 0.203 -0.101
H -2.67078 0.06897 1.87753 -0.131 -0.072 0.047
O 9.43228 -1.75252 3.10751 4.519 2.024 0.921
V 7.77524 -1.91048 3.81332 -4.121 0.131 2.573
O 6.28979 -2.03944 4.50685 1.869 -0.018 -1.035
O -3.22731 -0.63895 8.26503 0.572 0.018 -1.579
H -3.40386 -0.42424 7.34065 0.040 0.051 0.022
H -3.70300 -1.47792 8.43680 -0.183 0.420 0.512
C -4.63277 -3.72004 -2.73606 -0.159 0.119 -0.499
C -4.98958 -3.24804 -1.33845 0.111 0.058 0.219
C -3.65814 -3.42870 -0.61637 0.090 -0.160 0.116
O -2.62797 -3.23374 -1.60599 -0.241 -0.314 -0.036
C -3.19501 -3.22107 -2.89276 0.093 0.301 0.259
H -5.30470 -3.33824 -3.51471 -0.050 0.002 0.040
H -4.65699 -4.82372 -2.75979 -0.397 -0.058 0.895
H -5.26633 -2.19381 -1.36851 0.001 -0.007 -0.086
H -5.80540 -3.79907 -0.87659 0.020 -0.034 -0.021
H -3.55528 -4.44028 -0.21434 -0.039 0.024 0.054
H -3.52028 -2.71859 0.19705 0.086 0.021 -0.030
H -3.17359 -2.19522 -3.27159 0.000 -0.093 -0.275
H -2.58124 -3.85093 -3.56865 0.198 0.141 0.000
Cl -4.76179 -1.65257 10.27813 -0.940 -1.111 0.588
Li -4.09813 -5.13178 -4.26001 0.349 0.020 -0.542
C -4.11822 0.88112 -4.08776 -0.013 0.099 0.012
C -5.25568 1.79793 -4.53240 0.134 -0.261 0.166
C -5.33371 1.96294 -6.05477 -0.252 0.062 0.295
C -4.17031 2.66518 -6.59042 -0.039 -0.060 -0.139
N -3.25821 3.22302 -7.00665 -0.007 0.004 -0.003
H -3.14151 1.29256 -4.34987 0.022 -0.056 0.001
H -4.13900 0.74997 -3.00447 0.050 0.014 0.008
H -4.20947 -0.10637 -4.55143 0.015 0.011 -0.044
H -5.14179 2.77265 -4.05601 -0.028 0.030 -0.068
H -6.20300 1.38204 -4.18282 -0.059 0.072 -0.078
H -6.23131 2.52679 -6.31374 0.065 0.055 -0.088
H -5.42625 0.98714 -6.53545 0.107 0.019 -0.059
F 10.23523 -0.82078 4.25768 -2.273 -2.169 -2.455
K -3.15016 0.42234 10.46853 0.402 0.728 0.487
```
Forces are in eV/Å.

Its LUMO energy is -0.174 Eh. As for the charge: +1. Its multiplicity is 1.

Atom charges from the Mulliken analysis, given in e for atoms 1 to 8: C -0.807; C -0.486; O -0.388; C -0.121; C -0.400; O -0.499; C 0.165; C -0.705


> Look up the multiplicity of the first one.

1